C7H15BrOSi | ωB97M-V/def2-TZVPD

Bonds (Å) are listed after each position.
Atoms and positions in Å:
1 Br 3.57737 0.87448 -0.19660  C5 1.851
2 Si 0.75893 -1.72541 0.32231  C4 1.947, C8 1.861, H25 1.465
3 O -0.92223 -0.30948 -1.11743  C4 1.422, C7 1.420
4 C -0.76400 -0.51342 0.28096  Si2 1.947, O3 1.422, C10 1.447, H12 1.159
5 C 3.02934 -0.33414 1.09309  Br1 1.851, H17 1.090, H19 1.065
6 C -1.90323 1.98313 -0.55979  C7 1.639, C9 1.492, H15 1.049, H21 1.041
7 C -2.00427 0.57045 -1.38392  O3 1.420, C6 1.639, H20 1.080, H23 1.125
8 C 1.54028 -2.46360 -1.19675  Si2 1.861, H14 1.105, H16 1.046, H18 1.032
9 C -1.40162 1.79838 0.83315  C6 1.492, C10 1.478, H11 1.080, H13 1.120
10 C -0.38912 0.72556 0.92823  C4 1.447, C9 1.478, H22 1.021, H24 1.015
11 H -2.22742 1.48170 1.45330  C9 1.080
12 H -1.61142 -1.02075 0.88793  C4 1.159
13 H -1.01174 2.75813 1.25819  C9 1.120
14 H 2.18534 -3.33465 -0.98342  C8 1.105
15 H -1.33626 2.68385 -1.09706  C6 1.049
16 H 2.18470 -1.82386 -1.71604  C8 1.046
17 H 3.06825 0.31879 1.96535  C5 1.090
18 H 0.85060 -2.86072 -1.85387  C8 1.032
19 H 3.59172 -1.21884 1.28171  C5 1.065
20 H -2.93619 0.03896 -1.25934  C7 1.080
21 H -2.84622 2.42290 -0.51580  C6 1.041
22 H -0.27664 0.54286 1.92649  C10 1.021
23 H -2.16118 0.83933 -2.46490  C7 1.125
24 H 0.50065 1.05799 0.56928  C10 1.015
25 H 0.50437 -2.49164 1.54495  Si2 1.465

Properties
E_tot in eV: -87466.04520
HOMO-LUMO gap in Ha: 0.303
Net charge: 0
HOMO energy in eV: -7.7